{"formula": "C3H9N2S", "method": "ωB97M-V/def2-TZVPD", "symbols": ["S", "N", "N", "C", "C", "C", "H", "H", "H", "H", "H", "H", "H", "H", "H"], "positions_angstrom": [[0.2981, 0.8598, -2.5617], [1.6787, 0.5311, 1.9652], [0.2173, -0.6264, 0.4410], [-1.0579, -0.1910, -1.7513], [-1.0560, -0.4895, -0.2125], [0.8995, 0.7124, 0.7345], [-1.3200, -1.0286, -2.4495], [-0.0007, 1.3126, 1.1219], [-1.7109, -1.3990, 0.0736], [1.1891, -0.0373, 2.5569], [-1.6262, 0.3162, 0.4669], [0.8534, -1.2188, -0.0315], [2.3696, -0.2801, 1.7382], [1.2786, 1.0667, -0.1835], [-2.0126, 0.4719, -1.9083]], "mulliken_charge": [-0.6825, -0.7985, -0.3910, -0.5588, -0.5195, -0.2628, 0.2469, 0.2725, 0.2542, 0.3342, 0.2098, 0.2029, 0.2189, 0.3252, 0.1485], "gap_ha": 0.2463, "smiles": "NCNCC[S-]", "charge": -1}

---

{"formula": "C9H14O", "method": "ωB97M-V/def2-TZVPD", "symbols": ["O", "C", "C", "C", "C", "C", "C", "C", "C", "C", "H", "H", "H", "H", "H", "H", "H", "H", "H", "H", "H", "H", "H", "H"], "positions_angstrom": [[-0.4732, 2.2188, -3.0412], [0.1489, 1.7323, -1.9055], [0.5119, 1.5553, 0.4823], [-0.1106, 2.1653, -0.6191], [0.9358, 0.6047, -2.1302], [2.1048, -0.1992, 1.3364], [1.6321, 0.0590, -1.0623], [1.3272, 0.4555, 0.2420], [-2.2506, -2.3417, 0.6057], [-1.5222, -1.3379, 1.4816], [2.3752, -1.2230, 1.0755], [-0.8438, 2.9522, -0.5030], [-1.5997, -2.6050, -0.2358], [-1.1583, 2.8358, -2.7753], [2.3566, -0.7314, -1.2097], [1.0501, 0.1577, -3.1071], [3.1103, 0.2344, 1.4472], [-3.1333, -1.8556, 0.1878], [-0.6428, -1.7125, 2.0048], [-1.0449, -0.6215, 0.8027], [-2.1391, -0.6976, 2.1109], [0.2538, 1.8061, 1.5005], [1.6439, -0.1297, 2.3195], [-2.5324, -3.3220, 0.9923]], "mulliken_charge": [-0.5294, 0.6094, -0.5914, -0.3950, -0.3968, -1.7570, -0.7472, 1.0007, -0.9640, -0.4292, 0.3903, 0.2756, 0.2830, 0.2942, 0.3358, 0.4199, 0.4031, 0.2580, 0.2628, -0.0604, 0.3393, 0.3449, 0.3384, 0.3151], "gap_ha": 0.3405, "smiles": "Cc1ccc(O)cc1.CC"}

---

{"formula": "C4H7NOS", "method": "ωB97M-V/def2-TZVPD", "symbols": ["S", "O", "N", "C", "C", "C", "C", "H", "H", "H", "H", "H", "H", "H"], "positions_angstrom": [[-0.3480, 2.1118, -0.0232], [2.5148, -0.6199, -0.0822], [-2.5897, 0.0041, -0.0234], [0.3845, 0.6137, 0.0641], [-0.2377, -0.6706, 0.0607], [-1.6132, -0.9164, 0.1033], [1.9279, 0.6290, 0.2188], [2.3279, 1.4310, -0.4352], [0.4174, -1.5245, 0.0816], [-2.2742, 0.9581, -0.1509], [2.6976, -0.6531, -1.0652], [-3.5145, -0.2632, -0.1333], [2.2708, 0.8492, 1.2404], [-1.9635, -1.9491, 0.1445]], "mulliken_charge": [-0.4563, -0.5302, -0.2266, 0.4861, -0.5926, 0.0196, -0.5316, 0.3426, 0.3629, 0.0223, 0.3169, 0.2217, 0.2465, 0.3187], "gap_ha": 0.3000, "smiles": "N/C=C\\C(=S)CO"}

---

{"formula": "C26H24CrN5O3S2", "method": "ωB97M-V/def2-TZVPD", "symbols": ["Cr", "S", "S", "O", "O", "O", "N", "N", "N", "N", "N", "C", "C", "C", "C", "C", "C", "C", "C", "C", "C", "C", "C", "C", "C", "C", "C", "C", "C", "C", "C", "C", "C", "C", "C", "C", "C", "H", "H", "H", "H", "H", "H", "H", "H", "H", "H", "H", "H", "H", "H", "H", "H", "H", "H", "H", "H", "H", "H", "H", "H"], "positions_angstrom": [[-0.3686, -0.0554, -0.1990], [1.4101, -0.0507, -1.7587], [-1.8360, 2.9913, -3.3136], [-1.0213, -1.1484, 0.8386], [1.1009, -0.1478, 1.0414], [1.9538, -2.0160, 0.0977], [-1.4487, -3.2315, -2.7061], [-1.0503, 1.2439, 1.1493], [-1.1815, -1.3511, -1.5434], [-1.0549, 1.3517, -1.4440], [-2.0561, 3.1854, 1.6581], [-3.2031, -0.1738, -2.6694], [-0.6645, 0.4568, 3.5239], [3.0883, -1.0862, 1.9460], [-2.4439, -2.4081, -3.1605], [3.0043, 0.7920, -1.7164], [-3.4397, -2.6043, -4.1198], [-1.7277, 2.5265, 2.8538], [-2.2865, -1.2223, -2.4284], [4.2102, -0.0859, 3.8530], [-4.3143, -1.5528, -4.3367], [-4.2045, -0.3591, -3.6251], [1.5899, -0.8848, -3.3476], [-1.5893, 2.3046, 0.6699], [3.1719, -0.0921, 2.9254], [-2.0951, 3.3989, -1.5846], [1.9582, -1.0906, 0.9385], [-1.5038, 2.0522, 5.1753], [-1.6181, 2.4230, -0.7855], [-1.1067, 1.3314, 2.5452], [5.1831, -1.0781, 3.8133], [-1.9421, 2.9182, 4.1690], [-0.8707, 0.8323, 4.8560], [-0.7421, -2.5687, -1.7550], [5.1146, -2.0743, 2.8453], [4.0743, -2.0757, 1.9203], [-1.0733, 1.4593, -2.7529], [-2.4286, 3.8558, 4.4054], [1.7209, -0.1539, -4.1492], [2.4107, 0.6817, 2.9544], [3.0964, 1.4771, -2.5623], [-0.5403, 0.1782, 5.6520], [-0.1815, -0.4750, 3.2666], [-0.6695, 0.7086, -3.4100], [3.8199, 0.0653, -1.7399], [-4.9094, 0.4431, -3.8132], [-1.6528, 2.3220, 6.2130], [-3.1371, 0.7385, -2.1272], [4.0183, -2.8520, 1.1639], [3.0780, 1.3677, -0.7927], [-5.1054, -1.6630, -5.0724], [0.0974, -3.0208, -1.2470], [2.4448, -1.5648, -3.3253], [-1.2726, -4.1703, -3.0191], [4.2536, 0.6955, 4.6033], [-3.5327, -3.5334, -4.6695], [0.6898, -1.4654, -3.5512], [5.9928, -1.0753, 4.5348], [-2.5646, 4.3046, -1.2305], [-2.5132, 4.0791, 1.5374], [5.8680, -2.8530, 2.8052]], "lowdin_spin": [2.4420, 0.0493, 0.2144, 0.2616, 0.0558, 0.0035, 0.0014, 0.0484, 0.0224, 0.0748, 0.0091, 0.0067, 0.0072, 0.0019, 0.0052, 0.0160, 0.0103, 0.0032, 0.0112, 0.0000, 0.0006, 0.0118, 0.0029, 0.0365, 0.0008, 0.2448, 0.0104, 0.0052, 0.0583, 0.0051, 0.0001, 0.0029, 0.0026, 0.0067, 0.0001, 0.0005, 0.3168, 0.0002, 0.0014, 0.0004, 0.0022, 0.0000, 0.0022, 0.0151, 0.0006, 0.0029, 0.0004, 0.0013, 0.0000, 0.0004, -0.0003, 0.0012, 0.0002, 0.0002, 0.0000, 0.0010, -0.0002, 0.0000, 0.0187, 0.0014, 0.0000], "gap_ha": [0.1463, 0.2324], "spin_multiplicity": 5, "s2": 6.049, "charge": -1}

---

{"formula": "C33H29FeN4O5", "method": "ωB97M-V/def2-TZVPD", "symbols": ["Fe", "O", "O", "O", "O", "O", "N", "N", "N", "N", "C", "C", "C", "C", "C", "C", "C", "C", "C", "C", "C", "C", "C", "C", "C", "C", "C", "C", "C", "C", "C", "C", "C", "C", "C", "C", "C", "C", "C", "C", "C", "C", "C", "H", "H", "H", "H", "H", "H", "H", "H", "H", "H", "H", "H", "H", "H", "H", "H", "H", "H", "H", "H", "H", "H", "H", "H", "H", "H", "H", "H", "H"], "positions_angstrom": [[0.9684, 0.7506, 1.8066], [3.1233, 2.5424, 2.7115], [0.9300, -0.1365, 4.5933], [-5.4622, -4.6001, 3.4223], [3.1887, -1.1152, 1.0791], [0.3996, -4.7342, -1.5899], [-4.8616, -6.2714, 1.8986], [-2.2621, -3.7084, 1.2384], [-0.6709, -6.5141, -0.5490], [-3.1020, -7.6402, 0.2410], [-0.5262, 2.0087, 2.1537], [-3.7003, -5.6282, 1.4260], [0.8135, 0.1982, 3.4866], [2.2466, 1.8875, 2.3295], [-7.7543, -8.3828, 4.5612], [-2.8008, -6.3487, 0.6030], [-4.4815, -8.0309, 0.1966], [1.5671, -7.1217, -3.1117], [-1.9009, 1.3920, 1.9901], [2.2836, -7.4710, -0.8083], [-6.6645, -7.5632, 4.2515], [-0.4681, -0.4523, 1.1351], [0.1406, 2.4451, 0.9769], [-6.8361, -6.5369, 3.3228], [-1.4146, -4.3743, 0.4541], [-5.6597, -5.6980, 2.9045], [-1.7223, -0.1230, 1.9068], [-5.1641, -7.6447, 1.4827], [-2.2832, -8.3400, -0.7086], [2.2849, -0.4439, 1.3428], [-8.0951, -6.2143, 2.8113], [3.2872, -8.7445, -2.6048], [-0.8372, -7.9728, -0.4961], [-3.3499, -4.2990, 1.7421], [3.2109, -8.4230, -1.2440], [-0.0474, 0.2392, -0.0390], [1.4327, -6.8772, -1.7428], [0.1745, 1.6066, -0.1497], [-9.1769, -7.0441, 3.1188], [-1.6152, -5.7327, 0.1353], [2.4791, -8.0897, -3.5365], [0.3611, -5.9212, -1.2928], [-8.9989, -8.1326, 3.9728], [-4.8677, -8.3391, 2.2868], [0.9495, -6.5659, -3.8144], [0.2673, -0.3871, -0.8835], [-0.3471, 2.5378, 3.0998], [-0.1880, -1.5185, 1.1984], [-2.6045, -8.1303, -1.7438], [-0.2396, -8.4472, -1.2757], [-2.4051, 1.7625, 1.0810], [0.5733, 3.4485, 0.9273], [3.9945, -9.5072, -2.9398], [-8.2057, -5.3356, 2.1789], [-2.5992, -0.6282, 1.4739], [-6.2452, -7.7513, 1.3403], [-7.6249, -9.2095, 5.2594], [-5.6866, -7.7172, 4.7099], [-10.1553, -6.8267, 2.6885], [2.2141, -7.1854, 0.2426], [3.8678, -8.9079, -0.5214], [-3.9623, -3.7121, 2.4145], [-0.5659, -3.8240, 0.0630], [-2.4410, -9.4097, -0.5334], [-9.8433, -8.7903, 4.1973], [-4.9991, -7.5877, -0.6713], [-1.6214, -0.5428, 2.9202], [-2.5443, 1.6772, 2.8316], [0.6071, 1.9932, -1.0780], [-4.5033, -9.1169, 0.0744], [2.5562, -8.3211, -4.5997], [-0.4845, -8.3350, 0.4826]], "lowdin_spin": [1.5149, -0.0256, -0.0330, -0.0024, -0.0159, 0.1308, -0.0125, 0.1682, 0.1549, 0.1543, -0.0052, 0.0186, -0.0230, -0.0109, 0.0000, 0.2672, 0.0208, 0.0047, 0.0009, 0.0086, -0.0002, 0.0036, 0.1426, -0.0008, 0.1408, -0.0083, 0.0024, 0.0024, 0.0208, -0.0023, -0.0003, 0.0039, 0.0121, 0.3588, 0.0019, 0.1954, 0.0097, 0.2072, 0.0000, 0.4032, 0.0025, 0.0935, 0.0000, -0.0001, 0.0000, 0.0138, -0.0020, -0.0010, 0.0101, 0.0008, 0.0059, 0.0106, 0.0003, 0.0000, 0.0003, 0.0001, 0.0000, 0.0000, 0.0000, 0.0011, 0.0001, 0.0183, 0.0021, 0.0028, 0.0000, 0.0084, 0.0018, 0.0010, 0.0157, 0.0006, 0.0001, 0.0043], "gap_ha": [0.0812, 0.1135], "spin_multiplicity": 5, "s2": 6.144, "charge": -1}

---

{"formula": "C4H7ClN2O", "method": "ωB97M-V/def2-TZVPD", "symbols": ["Cl", "O", "N", "N", "C", "C", "C", "C", "H", "H", "H", "H", "H", "H", "H"], "positions_angstrom": [[-2.8370, -0.1804, -0.5184], [-0.3640, 1.4171, -1.8585], [-4.4736, 0.8625, 1.3734], [0.0181, 0.8829, 0.3915], [-0.5458, 1.5194, 1.6198], [0.6180, -0.5394, 0.4596], [-3.4917, 0.9933, 0.6534], [-0.5198, 1.3074, -0.6841], [-0.8544, 0.7876, 2.3705], [-5.1145, -0.0236, 1.2227], [0.0305, -1.0363, 1.2153], [1.6204, -0.3804, 0.7171], [0.1721, 2.3333, 1.8642], [-1.5812, 1.9914, 1.3490], [0.5002, -1.0403, -0.4288]], "lowdin_spin": [0.2345, 0.2838, 0.1294, 0.0979, 0.0668, 0.0429, 0.5666, 0.4777, 0.0027, 0.0507, 0.0027, 0.0065, 0.0037, 0.0291, 0.0050], "gap_ha": [0.2666, 0.3004], "spin_multiplicity": 3, "s2": 2.009}

---

no.,strongest force on any atom (eV/Å)
1,5.5
2,1.5
3,2.7
4,3.6
5,5.0
6,4.1